{
  "formula": "C23H51F12N6O5P2",
  "method": "wB97M-V/def2-TZVPD",
  "species": ["O", "C", "O", "O", "H", "C", "C", "N", "C", "C", "N", "C", "C", "H", "H", "H", "H", "H", "H", "H", "H", "H", "H", "H", "C", "C", "N", "C", "C", "N", "C", "C", "H", "H", "H", "H", "H", "H", "H", "H", "H", "H", "H", "C", "N", "C", "C", "C", "C", "O", "H", "H", "H", "H", "H", "H", "H", "H", "H", "H", "H", "H", "H", "H", "C", "N", "C", "C", "C", "C", "O", "H", "H", "H", "H", "H", "H", "H", "H", "H", "H", "H", "H", "H", "H", "P", "F", "F", "F", "F", "F", "F", "P", "F", "F", "F", "F", "F", "F"],
  "xyz": [[0.431564, 0.383720, -0.317501], [0.803697, -0.400140, 0.661626], [1.697454, -0.037572, 1.456061], [0.331632, -1.534928, 0.874978], [-0.239624, -0.211404, -0.670258], [-0.933346, -1.963355, -3.784768], [0.137126, -2.984157, -3.334276], [-0.398278, -4.147384, -2.557237], [-0.164078, -4.459293, -1.218627], [-0.673088, -5.671984, -0.972501], [-1.307275, -6.104613, -2.156878], [-1.216028, -5.109071, -3.064033], [-1.948630, -7.435085, -2.322400], [-0.323185, -1.150017, -4.175870], [-1.454622, -1.633002, -2.886338], [-1.727335, -2.330670, -4.434250], [0.823495, -2.475211, -2.657785], [0.754337, -3.435435, -4.111008], [0.445737, -3.793310, -0.625130], [-0.696320, -6.438339, -0.213028], [-1.629196, -5.150405, -4.060325], [-2.268521, -7.567090, -3.355849], [-2.803692, -7.602709, -1.669170], [-1.197261, -8.216260, -2.209561], [8.508683, 2.956609, -2.417179], [8.152746, 1.703534, -3.174747], [7.020342, 0.881685, -2.586861], [6.836968, -0.495621, -2.392155], [5.597309, -0.723825, -1.822649], [5.007510, 0.499761, -1.581260], [5.865774, 1.442734, -2.080096], [3.681570, 0.749773, -1.136983], [9.409194, 3.316121, -2.915273], [8.850107, 2.765168, -1.399899], [7.659467, 3.638324, -2.436006], [8.971454, 0.994925, -3.297582], [7.802067, 1.922621, -4.183374], [7.649814, -1.183008, -2.570040], [5.097665, -1.631810, -1.521663], [5.525970, 2.436653, -2.329499], [3.254134, 1.679612, -1.512854], [3.661874, 0.878000, -0.054354], [2.993413, -0.027575, -1.466111], [-4.605325, -2.210720, 2.404701], [-4.620001, -1.270270, 1.222029], [-3.350224, -0.389845, 1.243421], [-4.598794, -1.984720, -0.172291], [-5.909013, -0.400311, 1.353221], [-7.212820, -1.132479, 1.421900], [-7.501752, -1.915472, 2.611703], [-3.584642, -2.573154, 2.529800], [-5.418684, -2.921019, 2.270706], [-4.663725, -1.579845, 3.291709], [-3.311263, 0.151901, 2.187600], [-3.668117, 0.300320, 0.461644], [-2.470258, -0.964921, 0.958146], [-5.533381, -2.543368, -0.192422], [-3.732535, -2.639821, -0.253251], [-4.519325, -1.145941, -0.863128], [-6.006171, 0.349332, 0.567138], [-5.812678, 0.233266, 2.235654], [-7.329812, -1.822769, 0.586591], [-8.023238, -0.408487, 1.331751], [-7.730634, -1.372195, 3.369977], [1.652518, 2.859126, 3.508582], [1.672914, 4.102490, 2.578493], [2.296474, 5.388241, 3.176864], [2.584181, 3.890777, 1.352918], [0.250628, 4.543830, 2.158854], [-0.435075, 3.572776, 1.236748], [0.065288, 3.443845, -0.126448], [1.058660, 3.062653, 4.398541], [2.682911, 2.540795, 3.661543], [1.181370, 2.045939, 2.954866], [1.723424, 5.632851, 4.070718], [2.296147, 6.151049, 2.400160], [3.314381, 5.178760, 3.504380], [2.342831, 4.704648, 0.669531], [2.277503, 2.951987, 0.892057], [3.652048, 3.949597, 1.559137], [0.216704, 5.537577, 1.710833], [-0.425680, 4.719819, 2.995812], [-1.431650, 3.996111, 1.100424], [-0.545185, 2.530446, 1.537545], [-0.653416, 2.983256, -0.569852], [-2.301424, 1.544630, -2.446680], [-0.697411, 1.666792, -2.547889], [-2.368283, 2.237825, -0.976028], [-2.560625, 3.037650, -3.037765], [-3.901994, 1.228907, -2.476985], [-2.338500, 0.814620, -3.844354], [-2.272728, 0.121917, -1.716529], [-1.153481, -0.084957, 4.665093], [-0.850062, -1.256367, 5.813916], [0.503202, -0.106291, 4.589767], [-1.091832, -1.141900, 3.468757], [-1.300633, 1.052253, 3.455456], [-2.755370, -0.141758, 4.593967], [-1.076068, 1.144660, 5.803680]],
  "forces_ev_per_a": [[-1.018, 0.424, -1.719], [3.153, -2.197, 5.279], [1.189, 2.543, -0.691], [-2.283, -1.266, -2.537], [-0.740, 0.531, -0.972], [0.706, -0.793, 1.014], [-0.563, -0.232, 0.409], [-1.769, -0.814, 0.007], [1.217, 0.867, -0.626], [-1.177, -1.882, -1.267], [-0.352, 0.964, 0.078], [1.458, -0.449, 0.853], [0.360, 0.188, -0.732], [-0.685, 0.242, -0.330], [0.190, 0.344, -0.031], [0.481, -0.038, -0.460], [-0.101, -0.058, 0.119], [-0.225, 0.186, -0.277], [-0.186, 0.101, 0.295], [0.368, 0.736, 0.575], [0.134, 0.103, 0.045], [-0.167, 0.407, 0.028], [0.224, 0.287, 0.131], [0.042, 0.162, 0.459], [0.285, -0.657, 0.095], [-0.853, -1.537, -0.374], [-2.838, 0.062, 1.988], [0.089, 0.427, 0.243], [0.905, 0.620, 0.081], [3.228, 0.864, -2.638], [0.009, -1.086, -0.659], [-1.746, 0.655, 0.968], [-0.335, 0.609, -0.182], [-0.382, -0.142, 0.101], [0.430, 0.341, 0.035], [0.094, 0.132, 0.236], [0.140, 0.233, -0.017], [-0.211, -0.035, -0.164], [0.252, 0.006, -0.013], [0.238, 0.133, 0.483], [0.403, 0.055, -0.401], [-0.248, -0.609, 0.115], [0.205, -0.126, 0.324], [0.802, 0.772, -0.391], [0.108, -0.132, -0.237], [-2.201, 0.574, -0.615], [-0.496, 0.967, 1.985], [0.945, 0.299, 0.317], [-1.178, -0.898, 0.928], [0.612, -0.004, -0.922], [-0.122, -0.666, -0.547], [0.369, -0.093, 0.455], [-0.702, -0.085, 0.018], [0.382, -0.395, 0.083], [0.991, 0.407, -0.088], [-0.023, -0.001, 0.372], [0.179, 0.001, -0.532], [-0.034, 0.132, 0.281], [-0.205, -0.358, -0.362], [0.534, -0.411, -0.574], [0.454, -0.342, 0.304], [-0.023, -0.064, 0.069], [0.179, 0.277, -0.275], [0.036, 0.333, -0.136], [-0.136, 0.517, -1.194], [0.970, 1.851, 0.020], [-0.411, -1.514, 0.820], [-1.617, -0.317, -0.260], [0.135, -0.959, -0.756], [-0.888, -0.785, -1.934], [0.747, 1.199, 1.179], [0.311, 0.144, 0.016], [-0.071, 0.313, 0.351], [-0.095, -0.017, -0.094], [-0.097, 0.346, -0.227], [-0.175, -0.026, 0.247], [-0.030, -0.120, -0.163], [-0.065, -0.121, -0.069], [0.185, -0.043, 0.013], [-0.238, -0.235, 0.682], [0.986, -0.058, -0.400], [0.553, -0.719, 0.668], [-0.299, -0.063, 0.474], [0.081, 0.229, 1.055], [0.027, -0.217, -0.347], [-2.197, 0.948, -0.550], [-0.441, 0.126, 0.449], [0.310, -0.151, 0.333], [0.552, -0.927, -0.335], [-1.364, 1.413, 0.844], [1.200, -0.127, -1.802], [1.798, -1.560, 1.114], [3.662, 0.002, -0.186], [-2.349, 1.015, -0.586], [-0.482, 1.683, -0.351], [-0.679, -1.228, -0.040], [0.708, 0.708, 0.610], [-0.407, -0.417, 1.622], [-0.712, -1.506, -1.202]],
  "mulliken_charge": [0.429, 0.370, -0.767, -0.652, -0.083, -0.670, -0.621, 0.258, -0.157, -0.802, 0.093, -0.037, -0.862, 0.357, 0.033, 0.424, 0.240, 0.363, 0.433, 0.509, 0.379, 0.314, 0.330, 0.370, -1.046, -0.399, 0.193, -0.432, -0.309, 0.275, -0.296, -0.831, 0.367, 0.328, 0.353, 0.365, 0.269, 0.410, 0.486, 0.340, 0.318, 0.418, 0.147, -0.903, 0.269, -1.237, -0.897, -0.245, -0.833, -0.516, 0.372, 0.411, 0.368, 0.199, 0.301, 0.564, 0.382, 0.335, 0.348, 0.465, 0.388, 0.265, 0.446, 0.333, -0.471, 0.299, -0.996, -0.791, -0.997, 0.157, -0.547, 0.270, 0.332, 0.024, 0.357, 0.441, 0.370, 0.420, 0.101, 0.403, 0.384, 0.411, 0.494, -0.051, 0.292, 1.439, -0.338, -0.447, -0.363, -0.431, -0.374, -0.426, 1.175, -0.382, -0.366, -0.296, -0.333, -0.369, -0.414],
  "mol_weight_g_mol": 781.62,
  "spin_multiplicity": 1,
  "total_charge": 1,
  "relative_energy_kj_mol": 123.6,
  "lumo_ha": -0.094,
  "gap_ev": 5.8213
}